Density functional theory data (ωB97M-V/def2-TZVPD) for a cluster of 16 separate species, C36H90N10O12S2 in total in a non-equilibrium geometry.

Bonds (Å) are listed after each position.
Positions of all 150 atoms, in Å:
1 O 2.74 -19.21 1.82  H3 1.007, H4 0.966
2 H 2.37 -21.25 1.72  O24 0.967
3 H 3.51 -19.23 1.17  O1 1.007
4 H 3.06 -18.67 2.55  O1 0.966
5 O 2.63 -23.37 -2.71  H7 0.963, H8 0.963
6 H 0.97 -23.55 -2.61  O20 1.051
7 H 2.93 -24.21 -2.34  O5 0.963
8 H 2.57 -22.74 -1.99  O5 0.963
9 O -2.31 -23.42 -0.02  H10 0.967, H11 0.935
10 H -2.01 -24.20 -0.51  O9 0.967
11 H -1.49 -23.05 0.20  O9 0.935
12 H -1.85 -21.66 -1.25  N109 1.007
13 O 3.24 -25.94 -0.89  H14 0.950, H16 0.936
14 H 2.83 -25.18 -0.50  O13 0.950
15 H 0.38 -27.47 -1.19  N65 1.035
16 H 2.56 -26.16 -1.50  O13 0.936
17 S -0.43 -25.18 -2.51  O18 1.448, O19 1.476, O20 1.575, O21 1.492
18 O -1.52 -25.44 -1.59  S17 1.448
19 O -0.82 -25.09 -3.93  S17 1.476
20 O 0.09 -23.76 -2.08  H6 1.051, S17 1.575
21 O 0.72 -26.13 -2.41  S17 1.492
22 S 1.40 -22.63 0.49  O23 1.449, O24 1.607, O25 1.481, O26 1.393
23 O 1.96 -21.90 -0.62  S22 1.449
24 O 2.32 -22.21 1.74  H2 0.967, S22 1.607
25 O 0.04 -22.10 0.75  S22 1.481
26 O 1.54 -24.02 0.40  S22 1.393
27 C -2.54 -22.84 3.03  C28 1.439, H30 1.152, H31 1.115, H32 1.050
28 C -3.41 -23.91 3.44  C27 1.439, N29 1.144
29 N -3.98 -24.86 3.76  C28 1.144
30 H -3.09 -22.63 2.04  C27 1.152
31 H -1.50 -23.20 2.84  C27 1.115
32 H -2.47 -22.02 3.68  C27 1.050
33 C -0.67 -19.45 3.47  C34 1.473, H36 1.131, H37 1.150, H38 1.057
34 C -1.48 -18.62 2.55  C33 1.473, N35 1.157
35 N -2.15 -18.01 1.84  C34 1.157
36 H -1.41 -19.96 4.15  C33 1.131
37 H 0.14 -18.81 3.98  C33 1.150
38 H -0.25 -20.20 2.85  C33 1.057
39 C 1.68 -22.38 -5.29  C40 1.482, H42 1.073, H43 1.078, H44 1.071
40 C 0.74 -21.73 -6.23  C39 1.482, N41 1.157
41 N -0.13 -21.16 -6.75  C40 1.157
42 H 1.29 -23.29 -4.89  C39 1.073
43 H 1.78 -21.78 -4.40  C39 1.078
44 H 2.66 -22.44 -5.73  C39 1.071
45 C 0.20 -27.20 -6.07  C46 1.420, H48 1.105, H49 1.138, H50 1.088
46 C 0.70 -28.33 -5.37  C45 1.420, N47 1.176
47 N 0.93 -29.33 -4.80  C46 1.176
48 H 0.80 -26.97 -6.97  C45 1.105
49 H 0.21 -26.23 -5.47  C45 1.138
50 H -0.84 -27.35 -6.36  C45 1.088
51 C -5.41 -23.13 7.17  C52 1.462, H54 1.062, H55 1.079, H56 1.060
52 C -4.85 -22.08 6.32  C51 1.462, N53 1.147
53 N -4.40 -21.24 5.68  C52 1.147
54 H -6.12 -22.64 7.80  C51 1.062
55 H -4.71 -23.62 7.82  C51 1.079
56 H -5.95 -23.80 6.54  C51 1.060
57 C 1.33 -25.51 4.55  C58 1.439, H60 1.083, H61 1.076, H62 1.077
58 C 0.33 -24.99 5.45  C57 1.439, N59 1.145
59 N -0.55 -24.64 6.09  C58 1.145
60 H 0.89 -26.47 4.33  C57 1.083
61 H 2.28 -25.61 5.05  C57 1.076
62 H 1.35 -24.92 3.65  C57 1.077
63 C -0.28 -26.64 1.36  C64 1.566, H70 1.070, H71 1.094, H72 1.083
64 C -0.89 -27.73 0.42  C63 1.566, N65 1.486, H73 1.096, H74 1.148
65 N 0.09 -28.24 -0.57  H15 1.035, C64 1.486, C66 1.501, C68 1.498
66 C -0.57 -29.18 -1.53  N65 1.501, C67 1.527, H75 1.110, H76 1.122
67 C -0.79 -30.54 -0.85  C66 1.527, H77 1.106, H78 1.066, H79 1.038
68 C 1.36 -28.79 0.02  N65 1.498, C69 1.476, H80 1.068, H81 1.044
69 C 2.32 -29.15 -1.04  C68 1.476, H82 1.077, H83 1.096, H84 1.092
70 H -1.10 -26.14 1.83  C63 1.070
71 H 0.32 -25.94 0.75  C63 1.094
72 H 0.41 -27.01 2.11  C63 1.083
73 H -1.21 -28.61 1.00  C64 1.096
74 H -1.83 -27.27 -0.05  C64 1.148
75 H -1.52 -28.69 -1.82  C66 1.110
76 H 0.12 -29.29 -2.40  C66 1.122
77 H -1.52 -31.11 -1.45  C67 1.106
78 H 0.12 -31.08 -1.02  C67 1.066
79 H -1.01 -30.50 0.16  C67 1.038
80 H 1.14 -29.64 0.62  C68 1.068
81 H 1.79 -28.10 0.67  C68 1.044
82 H 1.91 -29.86 -1.73  C69 1.077
83 H 3.26 -29.63 -0.72  C69 1.096
84 H 2.53 -28.35 -1.75  C69 1.092
85 C -4.30 -28.28 -1.80  C86 1.508, H92 1.109, H93 1.116, H94 1.080
86 C -4.68 -26.94 -2.37  C85 1.508, N87 1.465, H95 1.146, H96 1.125
87 N -5.69 -26.22 -1.58  C86 1.465, C88 1.425, C90 1.518
88 C -6.76 -25.75 -2.40  N87 1.425, C89 1.525, H97 1.088, H98 1.071
89 C -7.67 -26.84 -2.96  C88 1.525, H99 1.060, H100 1.103, H101 1.079
90 C -4.90 -25.09 -0.93  N87 1.518, C91 1.595, H102 1.107, H103 1.127
91 C -5.63 -24.28 0.23  C90 1.595, H104 1.080, H105 1.090, H106 1.105
92 H -5.21 -28.90 -1.65  C85 1.109
93 H -3.84 -28.28 -0.78  C85 1.116
94 H -3.55 -28.78 -2.39  C85 1.080
95 H -3.72 -26.32 -2.42  C86 1.146
96 H -4.95 -27.16 -3.44  C86 1.125
97 H -7.41 -25.14 -1.79  C88 1.088
98 H -6.48 -25.10 -3.20  C88 1.071
99 H -7.92 -27.60 -2.27  C89 1.060
100 H -8.65 -26.40 -3.23  C89 1.103
101 H -7.27 -27.38 -3.80  C89 1.079
102 H -4.55 -24.36 -1.67  C90 1.107
103 H -3.94 -25.46 -0.46  C90 1.127
104 H -5.70 -24.93 1.09  C91 1.080
105 H -6.64 -23.88 0.09  C91 1.090
106 H -5.01 -23.42 0.54  C91 1.105
107 C -0.19 -19.39 -0.98  C108 1.545, H114 1.120, H115 1.058, H116 1.094
108 C -1.72 -19.57 -0.88  C107 1.545, N109 1.498, H117 1.085, H118 1.100
109 N -2.23 -20.79 -1.60  H12 1.007, C108 1.498, C110 1.537, C112 1.466
110 C -1.75 -20.65 -3.05  N109 1.537, C111 1.468, H119 1.123, H120 1.097
111 C -2.18 -21.66 -4.03  C110 1.468, H121 1.090, H122 1.105, H123 1.125
112 C -3.68 -20.97 -1.62  N109 1.466, C113 1.581, H124 1.098, H125 1.106
113 C -4.46 -20.70 -0.28  C112 1.581, H126 1.125, H127 1.074, H128 1.114
114 H 0.39 -20.32 -0.77  C107 1.120
115 H -0.10 -18.72 -0.17  C107 1.058
116 H 0.14 -18.80 -1.85  C107 1.094
117 H -2.17 -19.54 0.10  C108 1.085
118 H -2.36 -18.77 -1.28  C108 1.100
119 H -2.12 -19.64 -3.34  C110 1.123
120 H -0.67 -20.55 -2.89  C110 1.097
121 H -1.78 -21.34 -5.00  C111 1.090
122 H -2.03 -22.69 -3.68  C111 1.105
123 H -3.30 -21.57 -4.11  C111 1.125
124 H -3.92 -21.98 -1.98  C112 1.098
125 H -4.08 -20.26 -2.37  C112 1.106
126 H -4.75 -19.63 -0.08  C113 1.125
127 H -4.05 -21.03 0.65  C113 1.074
128 H -5.43 -21.25 -0.32  C113 1.114
129 C 5.49 -21.43 1.12  C130 1.556, H136 1.101, H137 1.124, H138 1.051
130 C 4.89 -20.76 -0.15  C129 1.556, N131 1.474, H139 1.065, H140 1.099
131 N 4.51 -19.33 -0.09  C130 1.474, C132 1.513, C134 1.444
132 C 5.65 -18.42 0.29  N131 1.513, C133 1.523, H141 1.070, H142 1.120
133 C 7.01 -18.77 -0.32  C132 1.523, H143 1.100, H144 1.046, H145 1.121
134 C 3.93 -18.98 -1.36  N131 1.444, C135 1.538, H146 1.055, H147 1.081
135 C 2.88 -17.86 -1.26  C134 1.538, H148 1.076, H149 1.101, H150 1.125
136 H 4.74 -21.51 1.92  C129 1.101
137 H 6.39 -20.88 1.50  C129 1.124
138 H 5.76 -22.40 0.82  C129 1.051
139 H 5.61 -20.86 -0.94  C130 1.065
140 H 3.91 -21.18 -0.42  C130 1.099
141 H 5.40 -17.38 0.17  C132 1.070
142 H 5.78 -18.48 1.40  C132 1.120
143 H 7.33 -19.79 -0.09  C133 1.100
144 H 7.13 -18.50 -1.33  C133 1.046
145 H 7.72 -18.07 0.19  C133 1.121
146 H 3.48 -19.86 -1.74  C134 1.055
147 H 4.70 -18.69 -2.06  C134 1.081
148 H 3.26 -17.02 -0.71  C135 1.076
149 H 1.97 -18.21 -0.76  C135 1.101
150 H 2.63 -17.43 -2.27  C135 1.125

Summary:
**2S+1**: 1
**Highest occupied orbital energy**: -8.41 eV
**Charge**: 0
**LUMO level**: 0.47 eV
**Orbital gap**: 8.874 eV